# 1
{
  "formula": "C40H24Cl3N8O3Ta",
  "method": "the ωB97M-V functional and the def2-TZVPD basis",
  "mol_weight_g_mol": 952.0,
  "homo_lumo_gap_ev": 6.136,
  "total_charge": 2,
  "elements": ["Ta", "Cl", "C", "C", "C", "N", "C", "O", "C", "C", "C", "C", "C", "N", "C", "C", "C", "Cl", "N", "C", "O", "C", "C", "C", "C", "C", "N", "H", "H", "H", "H", "H", "H", "H", "H", "H", "H", "Cl", "C", "C", "C", "C", "O", "C", "C", "N", "C", "C", "C", "C", "C", "C", "C", "C", "N", "C", "C", "H", "H", "H", "H", "H", "H", "H", "H", "H", "H", "N", "C", "C", "C", "C", "C", "N", "C", "H", "H", "H", "H"],
  "coordinates": [[-0.028, -0.103, 0.184], [0.299, -3.920, 5.948], [0.153, -2.554, 4.916], [0.620, -2.657, 3.613], [0.495, -1.567, 2.766], [0.902, -1.465, 1.419], [1.785, -2.386, 0.888], [1.940, -3.529, 1.232], [2.613, -1.761, -0.186], [3.685, -2.452, -0.704], [4.448, -1.858, -1.698], [4.072, -0.604, -2.140], [2.969, 0.011, -1.572], [2.249, -0.526, -0.582], [-0.115, -0.393, 3.213], [-0.577, -0.286, 4.515], [-0.435, -1.372, 5.368], [-1.025, -1.235, 6.975], [-0.215, 0.551, 2.174], [-0.456, 1.877, 2.467], [-1.116, 2.329, 3.368], [0.309, 2.743, 1.522], [0.508, 4.077, 1.798], [1.343, 4.808, 0.967], [1.911, 4.163, -0.120], [1.610, 2.834, -0.351], [0.837, 2.105, 0.460], [1.067, -3.580, 3.284], [3.893, -3.439, -0.314], [5.303, -2.367, -2.122], [4.616, -0.092, -2.922], [2.666, 0.967, -1.957], [-1.058, 0.611, 4.870], [0.026, 4.498, 2.670], [1.550, 5.851, 1.164], [2.575, 4.678, -0.800], [1.991, 2.356, -1.232], [2.011, -2.245, -6.690], [1.393, -1.975, -5.106], [1.288, -3.044, -4.213], [0.786, -2.855, -2.939], [0.416, -1.578, -2.535], [-0.081, -1.349, -1.319], [0.518, -0.505, -3.424], [0.002, 0.775, -3.035], [-0.268, 1.147, -1.825], [-1.014, 2.352, -1.684], [-0.871, 3.482, -2.438], [-1.748, 4.571, -2.254], [-2.759, 4.496, -1.342], [-2.916, 3.336, -0.544], [-3.960, 3.183, 0.394], [-4.039, 2.023, 1.109], [-3.049, 1.049, 0.944], [-2.042, 1.146, 0.093], [-2.006, 2.276, -0.692], [0.986, -0.717, -4.728], [1.593, -4.031, -4.535], [0.688, -3.688, -2.254], [-0.238, 1.460, -3.848], [-0.088, 3.553, -3.184], [-1.621, 5.460, -2.857], [-3.454, 5.316, -1.215], [-4.679, 3.980, 0.535], [-4.824, 1.848, 1.831], [-3.087, 0.170, 1.568], [1.036, 0.104, -5.433], [-3.008, -5.614, -1.765], [-2.891, -4.829, -0.936], [-2.725, -3.853, 0.108], [-3.275, -4.013, 1.374], [-3.065, -2.997, 2.287], [-2.301, -1.904, 1.926], [-1.728, -1.757, 0.714], [-1.978, -2.723, -0.180], [-3.856, -4.891, 1.619], [-3.482, -3.036, 3.283], [-2.159, -1.118, 2.647], [-1.573, -2.603, -1.166]],
  "forces_ev_per_angstrom": [[0.4, 0.9, -0.2], [0.0, 0.0, 0.0], [0.0, 0.0, 0.0], [0.1, 0.0, 0.0], [-0.1, 0.0, 0.0], [0.1, -0.3, -0.1], [0.0, 0.1, 0.0], [0.0, 0.0, 0.0], [0.0, 0.1, 0.0], [0.1, 0.0, 0.0], [0.0, 0.0, 0.0], [0.0, 0.0, 0.0], [0.0, 0.0, 0.0], [-0.2, 0.1, -0.1], [0.0, -0.1, -0.1], [0.0, 0.1, 0.0], [0.0, 0.0, 0.0], [0.0, 0.0, 0.0], [-0.3, -0.3, 0.2], [0.0, -0.1, 0.0], [0.0, 0.0, 0.0], [0.0, 0.0, -0.1], [0.0, 0.0, 0.0], [0.0, 0.0, 0.0], [0.0, 0.1, 0.0], [0.0, 0.0, 0.1], [-0.2, 0.1, 0.2], [0.0, 0.0, 0.0], [0.0, 0.0, 0.0], [0.0, 0.0, 0.0], [0.0, 0.0, 0.0], [0.0, 0.0, 0.0], [0.0, 0.0, 0.0], [0.0, 0.0, 0.0], [0.0, 0.0, 0.0], [0.0, 0.0, 0.0], [0.0, 0.0, 0.0], [0.0, 0.0, 0.0], [0.0, 0.0, 0.0], [0.0, 0.0, 0.0], [0.0, -0.1, 0.0], [0.0, 0.0, 0.0], [0.1, -0.5, 0.2], [0.0, 0.1, 0.0], [0.0, -0.1, 0.0], [0.2, -0.2, -0.1], [0.0, 0.0, 0.0], [0.0, 0.1, 0.0], [0.0, 0.0, 0.0], [0.0, 0.0, 0.0], [-0.1, 0.0, 0.0], [0.0, 0.0, 0.0], [0.0, 0.0, 0.0], [0.0, -0.1, 0.1], [0.2, 0.2, -0.1], [0.0, 0.0, 0.0], [0.0, 0.1, 0.0], [0.0, 0.0, 0.0], [0.0, 0.0, 0.0], [0.0, 0.0, 0.0], [0.0, 0.0, 0.0], [0.0, 0.0, 0.0], [0.0, 0.0, 0.0], [0.0, 0.0, 0.0], [0.0, 0.0, 0.0], [0.0, 0.1, -0.1], [0.0, 0.0, 0.0], [0.0, 0.1, 0.0], [-0.1, -0.1, 0.1], [0.0, 0.0, 0.0], [0.0, 0.0, 0.0], [0.0, 0.0, 0.0], [0.0, -0.1, 0.0], [-0.1, 0.2, 0.0], [-0.1, -0.1, 0.0], [0.0, 0.0, 0.0], [0.0, 0.0, 0.0], [0.1, 0.0, 0.0], [0.0, -0.1, 0.0]],
  "lowdin_charge": [2.027, 0.736, -0.671, -0.018, -0.221, -0.061, -0.421, 0.145, -0.184, 0.045, 0.009, -0.004, -0.108, 0.043, -0.248, -0.034, -0.672, 0.737, -0.067, -0.445, 0.143, -0.177, 0.050, 0.013, -0.004, -0.112, 0.017, 0.110, 0.140, 0.132, 0.127, 0.087, 0.110, 0.140, 0.132, 0.127, 0.081, 0.743, -0.651, -0.041, 0.029, -0.311, -0.313, -0.148, -0.013, 0.001, -0.234, 0.004, -0.025, 0.009, -0.126, 0.053, 0.008, -0.084, 0.020, -0.157, -0.030, 0.127, 0.137, 0.149, 0.128, 0.125, 0.132, 0.141, 0.130, 0.092, 0.128, 0.203, -0.155, -0.167, 0.048, 0.014, -0.121, 0.005, -0.042, 0.144, 0.133, 0.098, 0.111]
}

***

# 2
{
  "formula": "C30H21AsN2SbSe4W",
  "method": "the ωB97M-V functional and the def2-TZVPD basis",
  "spin_multiplicity": 3,
  "mol_weight_g_mol": 1105.9,
  "s2": 2.077,
  "homo_lumo_gap_ev": [4.885, 4.669],
  "total_charge": 3,
  "elements": ["W", "C", "C", "N", "C", "C", "C", "C", "C", "C", "C", "C", "C", "N", "C", "H", "H", "H", "H", "H", "H", "H", "H", "C", "C", "C", "C", "C", "C", "As", "C", "C", "C", "C", "C", "C", "C", "C", "C", "C", "C", "C", "H", "H", "H", "H", "H", "H", "H", "H", "H", "H", "H", "H", "H", "Se", "Sb", "Se", "Se", "Se"],
  "coordinates": [[-0.538, -1.056, 0.155], [3.081, -3.508, -0.714], [1.763, -3.056, -0.814], [1.189, -2.368, 0.168], [1.897, -2.131, 1.309], [3.238, -2.467, 1.460], [3.828, -3.186, 0.395], [3.912, -2.156, 2.689], [3.235, -1.618, 3.728], [1.830, -1.345, 3.623], [1.021, -0.956, 4.715], [-0.335, -0.799, 4.547], [-0.892, -0.943, 3.278], [-0.146, -1.285, 2.226], [1.184, -1.551, 2.407], [3.502, -4.095, -1.518], [1.159, -3.246, -1.692], [4.862, -3.504, 0.466], [4.964, -2.394, 2.777], [3.732, -1.417, 4.668], [1.469, -0.807, 5.690], [-0.976, -0.541, 5.378], [-1.942, -0.767, 3.089], [-0.645, 5.858, 1.283], [-1.656, 5.048, 1.786], [-1.743, 3.722, 1.392], [-0.806, 3.248, 0.477], [0.214, 4.040, -0.041], [0.285, 5.361, 0.378], [-0.994, 1.465, -0.147], [0.560, 0.745, -1.055], [1.901, 0.698, -0.617], [2.852, 0.139, -1.442], [2.474, -0.409, -2.677], [1.158, -0.399, -3.104], [0.174, 0.202, -2.310], [-1.233, 0.428, -2.683], [-1.835, -0.006, -3.859], [-3.174, 0.279, -4.085], [-3.922, 0.984, -3.147], [-3.339, 1.416, -1.960], [-1.999, 1.152, -1.755], [-0.581, 6.891, 1.598], [-2.376, 5.448, 2.488], [-2.523, 3.084, 1.788], [0.924, 3.657, -0.762], [1.063, 6.003, -0.010], [2.183, 1.140, 0.333], [3.894, 0.141, -1.150], [3.234, -0.832, -3.322], [0.905, -0.802, -4.076], [-1.272, -0.552, -4.604], [-3.640, -0.044, -5.007], [-4.963, 1.203, -3.342], [-3.924, 1.964, -1.232], [-3.651, -3.903, -3.505], [-5.221, -3.436, -1.765], [-4.747, -5.189, -0.280], [-6.220, -1.338, -1.308], [-2.397, -2.209, -0.313]],
  "forces_ev_per_angstrom": [[-0.6, -0.8, 0.1], [0.0, 0.0, 0.0], [0.0, 0.0, -0.1], [-0.3, 0.5, -0.1], [0.0, 0.2, 0.3], [0.1, -0.3, -0.1], [0.0, 0.1, 0.0], [0.0, 0.0, 0.0], [0.0, 0.0, 0.0], [-0.1, -0.1, 0.2], [0.1, 0.0, -0.1], [0.0, 0.0, 0.0], [-0.1, 0.1, 0.0], [0.0, 0.0, -0.5], [0.2, -0.1, -0.1], [0.0, 0.0, 0.0], [0.0, 0.0, 0.0], [0.0, 0.0, 0.0], [0.0, 0.0, 0.0], [0.0, 0.0, 0.0], [0.0, 0.0, 0.0], [0.0, 0.0, 0.0], [0.0, 0.0, 0.0], [0.0, 0.0, 0.0], [0.0, 0.0, 0.0], [0.1, 0.1, 0.0], [0.0, -0.1, 0.2], [0.0, 0.1, 0.0], [0.0, 0.0, 0.0], [-0.1, -0.2, -0.3], [-0.1, -0.1, 0.1], [0.0, 0.0, 0.0], [0.0, 0.0, 0.0], [0.0, 0.0, 0.0], [0.1, 0.0, 0.0], [-0.1, 0.0, 0.1], [0.0, -0.1, -0.1], [0.0, 0.0, 0.0], [0.0, 0.0, 0.0], [0.0, 0.0, 0.0], [0.0, 0.0, 0.0], [0.0, 0.1, 0.1], [0.0, 0.0, 0.0], [0.0, 0.0, 0.0], [0.0, 0.0, 0.0], [0.0, 0.0, 0.0], [0.0, 0.0, 0.0], [0.0, 0.0, 0.0], [0.0, 0.0, 0.0], [0.0, 0.0, 0.0], [0.0, 0.0, 0.0], [0.0, 0.0, 0.0], [0.0, 0.0, 0.0], [0.0, 0.0, 0.0], [0.0, 0.0, 0.0], [-0.2, -0.1, 0.5], [-0.4, 1.5, -1.1], [0.2, -0.8, 0.6], [0.2, -0.7, 0.0], [1.3, 0.7, 0.4]],
  "lowdin_charge": [0.997, 0.016, -0.068, -0.049, -0.167, -0.109, 0.074, 0.037, 0.036, -0.105, 0.081, 0.022, -0.057, -0.081, -0.150, 0.137, 0.137, 0.148, 0.142, 0.142, 0.150, 0.138, 0.133, -0.021, -0.039, -0.104, -0.390, -0.087, -0.035, 1.333, -0.462, -0.089, -0.037, -0.010, 0.021, -0.218, -0.242, 0.009, -0.015, -0.045, -0.067, -0.338, 0.129, 0.126, 0.106, 0.109, 0.127, 0.129, 0.132, 0.136, 0.133, 0.126, 0.132, 0.121, 0.123, 0.057, -0.105, 0.222, 0.052, 0.374]
}

***

# 3
{
  "formula": "C8H7Cl2NO2",
  "method": "the ωB97M-V functional and the def2-TZVPD basis",
  "mol_weight_g_mol": 220.1,
  "smiles": "[O-]/[NH+]=C/c1ccccc1.O=C(Cl)Cl",
  "homo_lumo_gap_ev": [8.120, 8.119],
  "total_charge": 0,
  "elements": ["C", "C", "C", "C", "C", "C", "C", "C", "N", "O", "O", "Cl", "Cl", "H", "H", "H", "H", "H", "H", "H"],
  "coordinates": [[-0.111, -1.001, 2.639], [-1.244, -1.194, 1.865], [0.886, -0.146, 2.196], [-1.375, -0.542, 0.657], [0.762, 0.509, 0.987], [-0.375, 0.320, 0.195], [-0.557, 0.940, -1.095], [0.950, -0.740, -2.382], [0.142, 1.948, -1.528], [0.001, 2.542, -2.620], [1.935, -0.379, -1.833], [0.013, -2.096, -1.836], [0.398, -0.147, -3.901], [-0.002, -1.518, 3.581], [-2.025, -1.860, 2.200], [1.772, 0.003, 2.795], [-2.258, -0.692, 0.054], [1.569, 1.144, 0.651], [-1.404, 0.645, -1.697], [0.923, 2.264, -0.929]],
  "forces_ev_per_angstrom": [[0.0, 0.0, 0.0], [0.0, 0.0, 0.1], [0.0, 0.0, 0.1], [0.1, 0.3, -0.1], [-0.2, -0.1, -0.1], [0.2, -0.1, 0.7], [-0.7, 0.7, 0.0], [1.0, -0.4, -0.2], [0.0, -0.3, 0.5], [0.0, 0.3, -0.3], [-0.2, -0.1, -0.2], [-0.1, -0.3, 0.0], [0.0, 0.1, -0.2], [0.0, 0.0, 0.1], [-0.1, -0.1, 0.0], [0.1, 0.0, 0.0], [-0.1, 0.0, -0.1], [0.1, 0.0, 0.0], [0.1, 0.1, -0.2], [-0.2, -0.1, -0.2]],
  "lowdin_charge": [-0.081, -0.079, -0.073, -0.078, -0.037, -0.256, -0.134, -1.302, -0.147, -0.101, -0.001, 0.717, 0.734, 0.102, 0.105, 0.106, 0.112, 0.106, 0.133, 0.172]
}

***

# 4
{
  "formula": "CH2BrClNO2",
  "method": "the ωB97M-V functional and the def2-TZVPD basis",
  "mol_weight_g_mol": 175.4,
  "homo_lumo_gap_ev": 8.094,
  "total_charge": -1,
  "elements": ["C", "N", "O", "O", "Cl", "Br", "H", "H"],
  "coordinates": [[-0.124, 0.066, 0.662], [0.436, -1.784, 2.334], [0.934, -0.952, 2.993], [-0.484, -1.101, 1.033], [-1.659, 0.996, 0.207], [1.893, -2.814, 1.014], [0.449, 0.062, -0.184], [0.380, 0.849, 1.322]],
  "forces_ev_per_angstrom": [[-0.2, 2.7, 1.3], [-0.2, 1.3, 2.1], [-0.6, -0.9, -1.1], [-0.6, -2.0, 1.2], [-0.5, 0.7, -0.3], [1.1, -0.6, -0.7], [1.4, 0.1, -2.8], [-0.5, -1.4, 0.4]],
  "lowdin_charge": [-0.788, -0.311, -0.109, -0.320, 0.411, 0.015, 0.021, 0.081]
}

***

# 5
{
  "formula": "C12H19CsFN4O2SSi",
  "method": "the ωB97M-V functional and the def2-TZVPD basis",
  "mol_weight_g_mol": 463.4,
  "homo_lumo_gap_ev": 6.390,
  "total_charge": -1,
  "elements": ["Cs", "C", "O", "C", "O", "N", "N", "H", "H", "H", "H", "H", "H", "C", "Si", "C", "C", "N", "C", "C", "C", "C", "C", "C", "F", "H", "H", "H", "H", "H", "H", "H", "H", "H", "H", "H", "H", "H", "S", "C", "N"],
  "coordinates": [[-0.673, 1.930, -1.133], [-3.586, 2.958, 3.104], [-3.264, 1.613, 2.782], [-3.136, 1.360, 1.434], [-3.360, 2.210, 0.603], [-2.763, 0.076, 1.311], [-2.443, -0.520, 0.095], [-3.723, 2.978, 4.182], [-4.499, 3.272, 2.600], [-2.777, 3.630, 2.818], [-2.463, -0.359, 2.172], [-2.992, -1.365, -0.008], [-1.434, -0.757, 0.044], [0.753, -3.714, -0.803], [0.639, -1.966, -1.556], [2.093, -1.791, -2.767], [-0.937, -1.919, -2.601], [0.501, -0.741, -0.393], [1.428, -0.388, 0.511], [2.734, -0.934, 0.658], [3.645, -0.518, 1.609], [3.334, 0.484, 2.521], [2.064, 1.047, 2.447], [1.187, 0.607, 1.486], [-0.072, 1.179, 1.511], [0.759, -4.477, -1.586], [-0.096, -3.913, -0.146], [1.661, -3.837, -0.209], [2.045, -2.578, -3.524], [3.062, -1.862, -2.273], [2.057, -0.831, -3.286], [-0.957, -2.733, -3.330], [-1.024, -0.983, -3.157], [-1.830, -2.011, -1.981], [3.023, -1.732, -0.017], [4.618, -0.995, 1.639], [4.044, 0.817, 3.266], [1.732, 1.821, 3.127], [1.011, 5.874, -4.587], [0.133, 4.886, -3.627], [-0.495, 4.179, -2.936]],
  "forces_ev_per_angstrom": [[-0.3, 0.3, -0.4], [0.0, 0.1, 0.0], [0.1, -0.2, -0.3], [-0.3, 0.7, 0.8], [0.2, -0.4, -0.3], [0.1, -0.6, 0.2], [0.0, -0.1, -0.3], [0.0, 0.0, 0.0], [0.0, 0.0, 0.0], [0.0, 0.0, 0.0], [0.0, 0.0, -0.1], [-0.1, 0.1, 0.0], [-0.1, 0.3, 0.1], [0.0, 0.2, -0.2], [0.1, -0.2, -0.1], [-0.2, -0.1, 0.1], [0.1, 0.0, 0.1], [-0.2, -0.2, -0.1], [0.5, -0.1, 0.4], [0.0, -0.2, -0.2], [0.0, 0.1, 0.1], [0.0, 0.0, 0.0], [0.1, -0.1, -0.1], [-0.2, 0.2, 0.2], [0.1, -0.1, 0.3], [0.0, 0.0, 0.0], [0.0, 0.0, 0.0], [0.0, 0.0, 0.0], [0.0, 0.0, 0.0], [0.0, 0.0, 0.0], [0.0, 0.0, 0.0], [0.0, 0.0, 0.0], [0.0, 0.0, 0.0], [0.0, 0.0, 0.0], [0.0, 0.0, 0.0], [0.0, 0.0, 0.0], [0.0, 0.0, 0.0], [0.0, 0.0, 0.0], [0.3, 0.3, -0.3], [-0.3, -0.3, 0.3], [0.1, 0.2, -0.2]],
  "lowdin_charge": [1.130, -0.064, -0.061, -0.610, 0.017, -0.012, 0.013, 0.088, 0.091, 0.096, 0.154, 0.079, 0.015, -0.180, 0.344, -0.175, -0.178, -0.194, -0.378, -0.051, -0.123, -0.130, -0.046, -0.253, -0.127, 0.017, 0.017, 0.013, 0.021, 0.011, 0.026, 0.025, 0.021, 0.004, 0.078, 0.094, 0.086, 0.111, 0.334, -1.104, -0.198]
}

***

Values for calculated total energy, eV, ordered as above
-99043.4726; -364991.3535; -39037.1811; -89218.1053; -44790.2230
Values for ΔE to the lowest compared entry with this formula, charge and spin, kJ/mol, ordered as above
74.3; 21.5; 45.6; 29.0; 0.0